1.
Here is a molecular structure, C9H5IrN10O4 in a non-equilibrium geometry from the OMol25 dataset. Energies are from wB97M-V/def2-TZVPD.

**LUMO energy (alpha / beta)**: -8.34 / -8.29 eV
**Electronic energy**: -1298.3044 Eh
**Highest occupied orbital energy (alpha / beta)**: -12.91 / -13.15 eV
**Strongest force on any atom**: 1.2 eV/A
**Spin multiplicity**: 2
**HOMO-LUMO gap (alpha / beta)**: 4.574 / 4.860 eV
**Total charge**: +1

Last column: Mulliken spin population.
CARTESIAN COORDINATES (ANGSTROEM)
Ir1 -0.06509 -0.09104 -0.10602  0.874
O1 1.94461 -0.08282 -0.13363  -0.017
C1 2.72420 0.89325 -0.11787  0.002
C2 2.35300 2.26335 -0.05473  0.009
C3 3.38485 3.22035 -0.03920  0.007
C4 3.05163 4.53588 0.02507  0.011
C5 1.71756 4.96471 0.07689  0.005
C6 0.70120 4.04879 0.06380  0.027
C7 1.00142 2.67758 -0.00406  -0.032
O2 -0.01499 1.84234 -0.02047  0.009
N1 4.12753 5.55057 0.04116  -0.001
O3 3.78529 6.70997 0.10730  -0.001
O4 5.26787 5.14349 0.00503  0.003
H1 3.78679 0.64133 -0.15160  -0.001
H2 4.42724 2.93093 -0.07674  0.000
H3 1.51145 6.02484 0.12575  0.001
H4 -0.33578 4.35068 0.10058  0.001
N2 -2.49391 -2.46369 0.06207  0.016
C8 -2.89438 -1.19086 -0.01763  0.100
N3 -4.17260 -0.79694 -0.03743  -0.028
N4 -4.10921 0.49839 -0.12566  0.104
N5 -2.82302 0.91912 -0.16517  0.020
N6 -2.05442 -0.12844 -0.09349  0.036
C9 -1.24115 -2.88831 0.07970  -0.096
N7 -0.86364 -4.17007 0.15392  0.068
N8 0.43358 -4.12403 0.12898  -0.105
N9 0.88443 -2.85055 0.04530  0.064
N10 -0.14518 -2.05461 0.01870  -0.074
H5 -3.22595 -3.17730 0.10949  -0.001

=====

2.
Here is a molecular structure, C7H2Br2Cl5F6MoP from the OMol25 dataset. Energies are from wB97M-V/def2-TZVPD.

**LUMO energy (alpha / beta)**: -11.75 / -13.20 eV
**Electronic energy**: -8724.6604 Eh
**Highest occupied orbital energy (alpha / beta)**: -18.50 / -18.54 eV
**Strongest force on any atom**: 0.6 eV/A
**Energy relative to the best compared isomer or geometry (same formula, charge and spin)**: 0.0 kJ/mol
**Spin multiplicity**: 4
**HOMO-LUMO gap (alpha / beta)**: 6.756 / 5.347 eV
**Total charge**: +3

Last column: Mulliken spin population.
CARTESIAN COORDINATES (ANGSTROEM)
Mo1 0.18002 -0.13004 -0.11032  1.950
Cl1 2.45250 0.94209 -1.68301  0.040
C1 3.10331 0.27105 -0.24519  0.153
C2 2.16359 -0.23308 0.62092  -0.083
C3 2.64080 -0.82903 1.79199  0.254
Cl2 1.56534 -1.51074 2.88156  0.116
C4 4.07094 -0.86455 2.07526  0.172
Cl3 4.59528 -1.56022 3.48882  0.135
C5 4.99264 -0.31215 1.16575  -0.020
Cl4 6.65002 -0.34445 1.49689  -0.002
C6 4.51917 0.26065 -0.01109  0.112
Cl5 5.54602 0.93383 -1.14482  0.075
Br1 -0.17867 2.25930 1.13383  -0.002
C7 -1.28521 2.79582 -0.36309  0.022
Br2 -1.01892 1.43519 -1.76660  -0.033
H1 -0.94565 3.74791 -0.75665  0.001
H2 -2.33148 2.76864 -0.07729  -0.003
F1 -1.04209 -0.87022 0.99569  0.040
P1 -0.95925 -4.32233 -2.63094  -0.002
F2 0.25552 -3.82724 -3.33387  0.000
F3 -1.45269 -5.56525 -3.26524  0.000
F4 0.15920 -1.63692 -1.28801  0.075
F5 -0.61712 -4.57085 -1.20388  -0.001
F6 -2.00512 -3.26390 -2.68667  -0.001

=====

3.
Here is 2 unconnected molecules or ions with the total composition C4H13N4 in a non-equilibrium geometry from the OMol25 dataset. Energies are from wB97M-V/def2-TZVPD.

**LUMO energy (alpha / beta)**: -8.65 / -12.81 eV
**Electronic energy**: -378.4598 Eh
**Highest occupied orbital energy (alpha / beta)**: -16.11 / -15.99 eV
**Strongest force on any atom**: 4.1 eV/A
**Energy relative to the best compared isomer or geometry (same formula, charge and spin)**: 237.6 kJ/mol
**Spin multiplicity**: 2
**HOMO-LUMO gap (alpha / beta)**: 7.461 / 3.186 eV
**Total charge**: +2

Last column: Mulliken spin population.
CARTESIAN COORDINATES (ANGSTROEM)
C1 -0.03124 1.05630 2.78737  0.071
C2 -0.12874 0.93077 1.44247  0.419
N1 1.00755 0.55015 0.60283  -0.013
N2 -0.92783 1.45144 3.74880  0.463
H1 0.91982 0.73640 3.23932  0.002
H2 -1.06327 1.05697 0.87310  0.017
H3 1.64027 1.33402 0.34476  0.018
H4 1.57942 -0.15832 1.11250  0.009
H5 0.57957 0.07063 -0.22814  0.023
H6 -1.95296 1.57046 3.58354  -0.012
H7 -0.69990 1.25124 4.70437  -0.015
C3 1.23828 -0.80770 -3.09618  0.000
N3 -0.89106 -0.90577 -0.87579  0.001
C4 -1.00228 -1.24908 -2.30154  -0.001
N4 -0.15136 -1.22784 -3.27507  0.016
H8 1.47812 0.03531 -3.76302  0.000
H9 1.90286 -1.65209 -3.34903  0.000
H10 1.45756 -0.49107 -2.05251  0.004
H11 -1.62532 -0.20118 -0.69808  -0.002
H12 -1.31111 -1.72267 -0.36342  0.001
H13 -2.01841 -1.62795 -2.43629  0.001

=====

4.
Here is 2 unconnected molecules or ions with the total composition C6H12O in a non-equilibrium geometry from the OMol25 dataset. Energies are from wB97M-V/def2-TZVPD.

**SMILES string**: C=C/C=C/CC.O
**LUMO energy**: 0.59 eV
**Electronic energy**: -310.9719 Eh
**Highest occupied orbital energy**: -9.26 eV
**Strongest force on any atom**: 2.0 eV/A
**Energy relative to the best compared isomer or geometry (same formula, charge and spin)**: 229.4 kJ/mol
**HOMO-LUMO gap**: 9.847 eV
**Total charge**: 0

Last column: Löwdin charge in e.
CARTESIAN COORDINATES (ANGSTROEM)
C1 -2.21223 -2.69300 0.67607  -0.007
C2 -2.48534 -1.40311 0.70118  -0.200
C3 -1.53018 -0.30611 0.36690  -0.129
C4 -0.88522 0.35595 1.32859  -0.117
C5 0.38682 1.16148 1.12519  -0.233
C6 0.33321 2.11702 -0.07005  -0.119
H1 -1.19494 -3.02655 0.48082  0.058
H2 -2.90763 -3.51952 0.58337  0.052
H3 -3.48359 -1.01013 0.90501  0.099
H4 -1.42255 -0.02343 -0.67699  0.107
H5 -1.17923 0.18050 2.35329  0.102
H6 0.53780 1.71555 2.03971  0.094
H7 1.16236 0.43216 0.89174  0.105
H8 0.51403 3.15175 0.25572  0.067
H9 -0.61876 2.20055 -0.58228  0.062
H10 1.10149 2.08893 -0.84383  0.061
O1 4.60721 0.28958 -3.10342  -0.063
H11 5.17941 -0.22224 -2.51754  0.034
H12 3.78882 0.34218 -2.59345  0.028

=====

5.
Here is 4 unconnected molecules or ions with the total composition C30H63N4 in a non-equilibrium geometry from the OMol25 dataset. Energies are from wB97M-V/def2-TZVPD.

**LUMO energy**: 2.19 eV
**Electronic energy**: -1399.3943 Eh
**Highest occupied orbital energy**: -1.99 eV
**Strongest force on any atom**: 4.8 eV/A
**Energy relative to the best compared isomer or geometry (same formula, charge and spin)**: 520.2 kJ/mol
**HOMO-LUMO gap**: 4.180 eV
**Total charge**: -1

Last column: Löwdin charge in e.
CARTESIAN COORDINATES (ANGSTROEM)
C1 -0.70578 3.77707 1.19313  -0.158
C2 -1.35196 5.27538 1.03581  -0.266
C3 -2.44386 5.43998 -0.17558  -0.215
C4 -1.98207 4.81727 -1.62012  -0.285
N1 -1.30009 5.79351 -2.55298  -0.188
C5 -1.46129 5.31036 -4.00777  -0.350
C6 -0.22431 4.33172 -4.45585  -0.290
C7 -0.40174 2.75405 -3.95537  -0.140
C8 0.94254 1.80360 -3.72533  -0.052
C9 0.76234 0.22518 -3.20545  -0.102
C10 -0.73456 -0.43591 -2.87154  -0.112
C11 -2.07792 0.51350 -3.08691  -0.090
C12 -1.85060 2.05634 -3.62244  -0.052
H1 -1.45027 2.96409 1.61356  0.074
H2 0.15252 3.87183 2.01736  0.070
H3 -0.18047 3.35648 0.23507  0.066
H4 -0.52527 6.09978 0.95530  0.103
H5 -1.94661 5.48745 2.04902  0.077
H6 -2.72634 6.58887 -0.26832  0.108
H7 -3.44885 4.89134 0.13704  0.096
H8 -2.98517 4.47685 -2.16996  0.101
H9 -1.30931 3.86150 -1.56022  0.085
H10 -0.26417 5.79644 -2.40009  0.056
H11 -1.35161 6.26735 -4.71025  0.013
H12 0.81947 4.73351 -4.04143  0.078
H13 -0.10111 4.25882 -5.64092  0.097
H14 2.04974 2.18818 -3.92422  0.075
H15 1.70150 -0.45968 -3.06610  0.046
H16 -0.87518 -1.54013 -2.50404  0.041
H17 -3.17979 0.12174 -2.85402  0.073
H18 -2.80980 2.72415 -3.76632  0.070
C13 -5.46670 5.84289 8.00920  -0.098
C14 -5.23178 6.04166 6.51310  -0.275
N2 -3.98559 5.45714 6.01710  -0.191
C15 -3.66133 5.86581 4.64564  -0.253
C16 -4.60387 5.42264 3.53152  -0.094
C17 -3.78011 4.03207 6.29804  -0.250
C18 -4.82187 3.05085 5.77186  -0.093
H19 -4.63924 6.25317 8.59789  0.077
H20 -6.38261 6.36038 8.31000  0.069
H21 -5.59258 4.78687 8.26735  0.062
H22 -5.20611 7.12453 6.33802  0.117
H23 -6.10297 5.65636 5.96980  0.094
H24 -2.64376 5.53535 4.39778  0.104
H25 -3.60744 6.96233 4.62528  0.110
H26 -4.46254 4.36927 3.27686  0.059
H27 -4.39574 5.99590 2.62188  0.067
H28 -5.65464 5.58568 3.78172  0.066
H29 -3.70771 3.90273 7.38472  0.097
H30 -2.79019 3.72449 5.93075  0.117
H31 -5.84552 3.40530 5.91375  0.067
H32 -4.73038 2.09727 6.30535  0.071
H33 -4.67130 2.83190 4.71342  0.056
C19 -0.82605 -4.29306 2.17322  -0.094
C20 -0.59113 -4.09429 0.67713  -0.268
N3 0.65506 -4.67881 0.18113  -0.184
C21 0.97932 -4.27013 -1.19034  -0.244
C22 0.03678 -4.71330 -2.30446  -0.093
C23 0.86054 -6.10388 0.46206  -0.249
C24 -0.18123 -7.08509 -0.06412  -0.092
H34 0.00140 -3.88278 2.76191  0.079
H35 -1.74197 -3.77556 2.47403  0.072
H36 -0.95194 -5.34908 2.43137  0.061
H37 -0.56547 -3.01141 0.50204  0.121
H38 -1.46233 -4.47958 0.13383  0.096
H39 1.99689 -4.60060 -1.43820  0.095
H40 1.03321 -3.17361 -1.21070  0.106
H41 0.17811 -5.76667 -2.55912  0.053
H42 0.24491 -4.14005 -3.21410  0.072
H43 -1.01400 -4.55027 -2.05426  0.067
H44 0.93294 -6.23322 1.54875  0.100
H45 1.85045 -6.41146 0.09477  0.099
H46 -1.20488 -6.73065 0.07778  0.069
H47 -0.08974 -8.03867 0.46937  0.071
H48 -0.03066 -7.30405 -1.12256  0.054
C25 5.94301 -3.21162 -4.93160  -0.092
C26 5.29096 -3.89201 -3.72956  -0.269
N4 5.71889 -5.27472 -3.51586  -0.190
C27 4.90863 -5.98275 -2.51823  -0.250
C28 4.95889 -5.48219 -1.07846  -0.092
C29 7.16452 -5.49663 -3.40244  -0.252
C30 7.90752 -4.75991 -2.29334  -0.093
H49 5.75676 -3.77288 -5.85347  0.078
H50 5.52509 -2.20838 -5.05825  0.075
H51 7.02359 -3.09742 -4.80132  0.062
H52 4.20863 -3.88296 -3.90956  0.117
H53 5.46672 -3.27297 -2.84159  0.097
H54 5.16789 -7.04987 -2.52892  0.111
H55 3.86245 -5.95014 -2.85009  0.102
H56 5.88239 -5.78296 -0.57736  0.056
H57 4.13442 -5.92044 -0.50612  0.054
H58 4.85856 -4.39669 -1.00825  0.072
H59 7.62939 -5.23080 -4.35956  0.099
H60 7.36401 -6.57366 -3.30412  0.114
H61 7.59216 -3.71870 -2.19309  0.070
H62 8.98205 -4.75529 -2.51165  0.071
H63 7.78724 -5.25601 -1.32880  0.053

=====

6.
Here is 2 unconnected molecules or ions with the total composition C2O3 in a non-equilibrium geometry from the OMol25 dataset. Energies are from wB97M-V/def2-TZVPD.

**LUMO energy**: 0.37 eV
**Electronic energy**: -301.9512 Eh
**Highest occupied orbital energy**: -13.01 eV
**Strongest force on any atom**: 4.8 eV/A
**Energy relative to the best compared isomer or geometry (same formula, charge and spin)**: 32.2 kJ/mol
**HOMO-LUMO gap**: 13.383 eV
**Total charge**: 0

Last column: Löwdin charge in e.
CARTESIAN COORDINATES (ANGSTROEM)
C1 -4.48444 -0.47918 0.19653  0.024
C2 2.91453 -0.04548 -0.07280  -0.334
O1 3.82409 -0.16963 -0.82945  0.177
O2 1.88395 0.05769 0.54562  0.157
O3 -4.13814 0.63661 0.16009  -0.024

=====

7.
Here is a molecular structure, B4CaF16NO3 in a non-equilibrium geometry from the OMol25 dataset. Energies are from wB97M-V/def2-TZVPD.

**LUMO energy**: 7.71 eV
**Electronic energy**: -2656.4136 Eh
**Highest occupied orbital energy**: -0.36 eV
**Strongest force on any atom**: 1.5 eV/A
**HOMO-LUMO gap**: 8.077 eV
**Total charge**: -3

Last column: Löwdin charge in e.
CARTESIAN COORDINATES (ANGSTROEM)
Ca1 10.85655 -14.13969 -5.09119  1.646
N1 13.50236 -14.88632 -2.83251  -0.605
O1 14.44058 -15.69607 -2.94811  -0.077
O2 12.49717 -15.00809 -3.57252  -0.150
O3 13.53059 -14.00366 -1.96718  -0.048
B1 9.47947 -12.47046 -2.77621  -1.222
F1 8.29255 -11.75890 -3.09330  0.073
F2 10.52954 -11.81288 -3.46040  0.082
F3 9.65628 -12.42158 -1.38135  0.087
F4 9.46780 -13.80667 -3.23618  0.032
B2 8.32443 -13.25774 -6.82415  -1.213
F5 9.26370 -13.82371 -7.72113  0.091
F6 7.31792 -14.20238 -6.59812  0.107
F7 9.06159 -12.94898 -5.63405  -0.013
F8 7.78419 -12.06955 -7.34427  0.091
B3 10.16069 -16.88563 -5.25098  -1.245
F9 10.83437 -18.10769 -5.08929  0.101
F10 10.18117 -16.14926 -4.07117  0.071
F11 10.92840 -16.05046 -6.15381  -0.027
F12 8.90931 -17.08581 -5.80501  0.139
B4 12.71931 -12.98583 -6.91530  -1.272
F13 13.10598 -13.37354 -5.60868  0.051
F14 11.54686 -12.21486 -6.79896  0.098
F15 13.70744 -12.25433 -7.58110  0.101
F16 12.43428 -14.19952 -7.56459  0.103